Entry 1:
This record from the Open Molecules 2025 dataset describes a molecular structure, C22H25FeOS at a distorted geometry. The level of theory is ωB97M-V/def2-TZVPD.

```
50
Properties=species:S:1:pos:R:3:forces:R:3:lowdin_spin:R:1
Fe -2.72452 -0.21465 13.87843 -2.37 0.64 -0.90 3.4058
C -1.95487 -1.99839 11.15320 -0.14 -1.63 0.71 0.0106
C -2.73576 -0.97794 11.86084 -0.47 1.96 0.19 0.0556
C -3.93972 -1.31040 12.58826 0.35 1.61 -1.60 0.0370
C -4.25775 -2.75311 12.73211 -0.42 -0.12 1.53 0.0111
C -4.76515 -0.21261 13.07402 -0.43 -0.86 0.64 0.0375
C -6.10597 -0.56097 13.70601 -1.27 1.02 -0.92 0.0098
C -4.28624 1.13801 13.13784 0.27 -0.86 -0.48 0.0275
C -4.95606 2.21766 13.96574 -0.09 0.73 -0.72 0.0100
C -3.00857 1.42636 12.51220 -0.32 -0.22 -0.63 0.0409
C -2.53520 2.83539 12.32050 0.90 0.78 2.28 0.0078
C -2.22562 0.38844 11.89337 -1.33 -0.30 -1.39 0.0461
C -0.92253 0.74381 11.19103 0.17 0.66 0.74 0.0082
H -2.47721 -2.37255 10.25546 0.01 -0.06 0.53 0.0033
H -1.69790 -2.84131 11.85950 -0.26 0.64 -1.02 0.0016
H -1.06801 -1.53852 10.81821 1.12 -0.03 -0.37 0.0003
H -5.15359 -2.84538 13.34635 -0.02 -0.26 -0.23 0.0001
H -3.45584 -3.21730 13.33384 -0.23 -0.08 -0.47 0.0019
H -4.39168 -3.29426 11.80914 0.04 -0.03 -0.35 0.0016
H -6.77793 0.31567 13.50715 0.62 -0.55 0.81 0.0005
H -6.09716 -0.84785 14.76604 0.14 0.35 -0.26 0.0023
H -6.68560 -1.32903 13.17234 0.77 -0.14 0.03 0.0012
H -5.64036 1.91429 14.75968 -0.20 -0.30 -0.62 0.0001
H -5.35770 3.05248 13.34069 -0.23 -0.95 0.33 0.0023
H -4.17890 2.72709 14.49033 0.79 0.34 0.52 0.0013
H -2.39613 3.01662 11.29095 0.03 0.24 -1.25 0.0012
H -1.52720 3.02877 12.80917 -1.19 -0.28 -0.49 0.0009
H -3.22228 3.60568 12.70101 0.21 -0.49 -0.10 0.0005
H -0.06407 0.32421 11.77405 -0.50 0.74 -0.36 0.0017
H -0.83804 1.85350 10.99305 0.21 -1.54 0.49 0.0004
H -0.87080 0.25211 10.23994 -0.10 -0.12 -0.60 0.0011
C 5.06429 -0.08338 21.47458 -0.56 0.41 0.04 0.0138
C 4.34858 -0.56378 20.19595 3.61 0.23 0.10 0.0361
O 4.81696 -0.49791 19.08767 -1.29 -0.07 1.24 0.0193
S 2.79676 -1.27086 20.72302 -0.96 -0.25 -1.43 0.2149
C 1.97377 -1.16501 19.18639 1.01 0.88 0.61 0.1669
C 0.74987 -0.52836 19.28052 -2.42 0.72 2.13 0.0667
C -0.11621 -0.47223 18.24064 -0.40 0.58 -0.22 0.0329
C 0.33399 -0.78882 16.95370 0.30 -1.48 0.71 0.1710
C 1.59517 -1.39266 16.81822 1.50 -0.44 -0.34 0.0471
C 2.45593 -1.47849 17.90519 0.26 -0.83 -1.11 0.0539
C -0.56583 -0.70502 15.91223 -3.14 0.99 -3.63 0.2199
C -1.43802 -0.49798 15.01281 6.40 -1.57 6.51 0.2216
H 4.49739 0.82387 21.79631 0.52 -0.58 0.02 0.0006
H 6.11679 0.18502 21.30712 -0.48 -0.13 -0.27 0.0026
H 5.01544 -0.83664 22.29071 -0.17 0.38 -0.56 0.0006
H 0.48488 -0.08457 20.27742 -0.09 -0.77 -1.07 0.0008
H -1.16161 -0.22667 18.27097 -0.10 0.67 0.68 -0.0002
H 1.83013 -1.84829 15.83649 0.28 0.63 0.75 0.0003
H 3.47873 -1.82970 17.80922 -0.37 -0.25 -0.20 0.0008
```
Forces are in eV/Å.

Properties
2S+1: 6
HOMO energy (alpha / beta): -14.7 / -15.4 eV
Expectation value of S²: 8.7986
Orbital gap (alpha / beta): 8.5 / 5.4 eV
Charge: +2
Calculated total energy: -70469.330 eV
Maximum force: 9.26 eV/Å

Entry 2:
This record from the Open Molecules 2025 dataset describes a molecular structure, C32H40CaFN8OPSSi. The level of theory is ωB97M-V/def2-TZVPD.

```
86
Properties=species:S:1:pos:R:3:forces:R:3:lowdin_charge:R:1
Ca -0.69697 0.15357 -0.71673 -0.11 0.17 -0.15 1.2671
C -2.93238 -2.72007 -0.17263 -0.02 0.01 -0.01 -0.0238
C -1.53818 -3.07396 0.24204 0.01 -0.03 0.02 -0.2988
C -1.10202 -4.39710 0.25365 0.03 0.00 0.00 -0.0082
C 0.18306 -4.68247 0.66890 -0.02 0.00 -0.01 -0.0356
C 0.99215 -3.65096 1.11635 0.02 0.01 0.02 -0.0255
C 0.48871 -2.35969 1.09608 -0.06 0.00 -0.04 -0.2203
N -0.73178 -2.07554 0.62291 -0.13 -0.05 -0.01 0.0878
C 1.26665 -1.20762 1.63390 -0.03 0.00 -0.07 -0.2395
C 2.31642 -1.39571 2.52212 0.05 -0.03 -0.01 -0.0103
C 3.00824 -0.28706 2.97604 -0.03 0.01 -0.02 -0.0354
C 2.61273 0.96946 2.55968 0.00 -0.01 0.01 -0.0011
C 1.52681 1.07719 1.69698 0.01 0.04 -0.01 -0.2123
N 0.87804 0.00716 1.24280 0.12 -0.05 0.04 0.0661
C 1.00320 2.40835 1.28068 -0.05 0.02 -0.02 -0.2303
C 1.81091 3.53455 1.29327 0.02 -0.05 0.02 -0.0280
C 1.24364 4.75374 0.95866 -0.03 0.02 -0.01 -0.0482
C -0.10053 4.80135 0.65576 0.02 0.01 0.02 -0.0271
C -0.84946 3.62301 0.65318 -0.03 -0.01 -0.05 -0.3061
C -2.31358 3.67049 0.34873 0.02 0.01 0.03 -0.0179
N -0.29032 2.44214 0.93157 0.06 -0.04 -0.02 0.1355
H -3.53354 -3.61677 -0.31158 0.00 -0.01 0.01 0.0835
H -2.92625 -2.16297 -1.11166 0.00 -0.01 0.00 0.0452
H -3.39917 -2.09454 0.58873 0.01 0.01 0.00 0.0877
H -1.77052 -5.18247 -0.07026 0.00 0.00 0.00 0.1157
H 0.55111 -5.70004 0.65805 0.00 0.00 0.00 0.1147
H 1.99875 -3.84982 1.45376 -0.01 0.00 0.01 0.1050
H 2.57722 -2.38469 2.86832 0.01 0.00 -0.01 0.1101
H 3.83261 -0.40038 3.66768 0.00 0.00 0.00 0.1153
H 3.11004 1.85316 2.93036 0.00 0.00 0.00 0.1102
H 2.86197 3.46135 1.53175 0.00 0.00 0.00 0.1093
H 1.84642 5.65239 0.94086 0.00 0.00 0.00 0.1140
H -0.58501 5.73800 0.41357 -0.01 0.00 0.01 0.1191
H -2.77303 4.51980 0.85559 -0.01 0.01 0.01 0.0891
H -2.79925 2.75260 0.66727 0.00 0.01 0.00 0.0737
H -2.46990 3.78138 -0.72513 0.00 0.01 0.04 0.0722
C -0.25832 2.11769 -4.88173 0.01 0.01 0.02 -0.1703
Si -0.41847 2.73994 -3.11315 0.00 -0.03 0.07 0.3443
C -0.81713 4.58251 -3.15605 0.02 -0.01 -0.02 -0.1628
C 1.27000 2.54420 -2.30374 0.01 -0.01 -0.04 -0.1581
N -1.49905 1.86122 -2.11980 -0.04 -0.09 -0.03 -0.2006
C -2.84528 1.77414 -2.31356 0.02 -0.03 -0.09 -0.3828
C -3.58378 2.28897 -3.40531 0.08 0.04 0.08 -0.0395
C -4.95407 2.13046 -3.52263 -0.06 -0.02 0.01 -0.1009
C -5.69007 1.44870 -2.56167 0.00 0.05 -0.07 -0.1116
C -5.01449 0.92740 -1.46638 0.06 -0.01 0.13 -0.0321
C -3.66017 1.11145 -1.38131 -0.11 -0.01 -0.05 -0.2416
F -3.01363 0.56022 -0.26665 0.02 -0.06 -0.07 -0.0957
H 0.34083 2.80618 -5.48386 0.00 0.00 0.00 0.0281
H -1.22548 1.99618 -5.37248 0.00 0.00 -0.01 0.0221
H 0.24249 1.14655 -4.89156 -0.01 -0.01 0.00 0.0041
H -0.10665 5.13138 -3.77963 0.00 -0.01 -0.01 0.0287
H -0.76662 5.00220 -2.14792 -0.01 0.01 0.00 0.0049
H -1.81968 4.77182 -3.54545 0.00 0.02 0.00 0.0229
H 1.34318 3.11626 -1.37633 0.00 0.00 -0.01 0.0074
H 2.06401 2.88835 -2.97220 0.00 0.02 0.01 0.0394
H 1.48810 1.49184 -2.08575 0.00 0.00 0.01 -0.0222
H -3.04623 2.81632 -4.18321 0.00 0.00 -0.01 0.0836
H -5.45620 2.54402 -4.38880 0.00 0.00 0.00 0.0990
H -6.75871 1.32037 -2.65914 0.00 0.00 0.00 0.0926
H -5.52222 0.38425 -0.67925 -0.01 -0.01 -0.02 0.1153
O -2.14664 -1.20273 -2.85711 0.04 0.00 0.07 -0.6062
S -0.80178 -1.35964 -3.46694 0.14 -0.02 0.23 0.6675
N 0.36415 -1.06133 -2.61532 -0.06 0.09 0.01 -0.5238
C 5.91314 -0.86128 -2.99500 0.00 -0.01 -0.02 -0.2022
N 5.94140 -1.59503 -1.73000 0.01 0.01 0.02 -0.1582
C 5.50401 -2.96380 -1.99123 0.01 -0.02 -0.01 -0.2057
N 4.19710 -3.06310 -2.63030 0.01 -0.01 -0.01 -0.1516
C 4.22293 -2.27968 -3.86469 0.00 0.01 -0.01 -0.1899
N 4.62242 -0.88767 -3.67278 0.01 -0.01 0.00 -0.1515
C 3.60856 -0.14715 -2.92083 -0.04 0.00 0.01 -0.3559
P 3.28558 -0.81737 -1.21066 0.13 -0.06 -0.03 1.0096
C 5.08780 -0.95084 -0.72794 -0.03 0.04 -0.02 -0.3523
C 3.13182 -2.60246 -1.73952 -0.05 0.04 0.06 -0.3494
H 6.65438 -1.31373 -3.65882 0.00 0.00 0.00 0.1231
H 6.19953 0.17658 -2.81163 0.00 0.00 0.00 0.1228
H 5.48378 -3.51747 -1.04919 0.00 0.00 0.00 0.1211
H 6.24022 -3.43003 -2.65131 0.00 0.00 0.01 0.1229
H 3.23282 -2.30499 -4.32258 0.00 0.00 0.01 0.1278
H 4.93916 -2.74693 -4.54563 0.00 0.00 0.00 0.1236
H 2.66095 -0.17377 -3.46240 0.01 0.01 0.00 0.0545
H 3.91617 0.89910 -2.84233 0.00 0.00 0.01 0.0790
H 5.16352 -1.51145 0.20942 -0.01 0.00 0.00 0.0733
H 5.47696 0.05223 -0.52856 0.00 0.00 0.00 0.0776
H 2.16584 -2.70808 -2.23470 0.00 -0.02 -0.01 0.0486
H 3.12119 -3.23850 -0.84849 0.00 0.01 0.00 0.0680
```
Forces are in eV/Å.

Properties
HOMO energy: -6.7 eV
Orbital gap: 6.2 eV
Calculated total energy: -96964.518 eV
Maximum force: 0.27 eV/Å

Entry 3:
This record from the Open Molecules 2025 dataset describes a molecular structure, C35H34Br9N7O14 at a distorted geometry. The level of theory is ωB97M-V/def2-TZVPD.

```
99
Properties=species:S:1:pos:R:3:forces:R:3:lowdin_charge:R:1
C -0.67034 5.61011 1.35372 -0.04 0.30 -0.02 0.0492
N 0.72499 5.23617 0.95669 -0.11 -0.79 0.34 -0.4430
O 0.88027 4.56404 -0.04234 -0.24 0.20 -0.26 0.0332
O 1.62347 5.57777 1.68959 0.09 0.38 0.23 0.0683
H -1.36862 5.04874 0.73294 0.18 0.22 0.07 0.0769
H -0.72100 6.69285 1.23884 -0.16 -0.09 -0.30 0.1010
H -0.82993 5.42683 2.41628 0.31 -0.33 -0.15 0.0929
C -2.78787 -6.71750 -0.28536 -1.43 0.75 0.11 0.0216
N -1.58207 -6.68094 0.60369 0.78 0.70 0.23 -0.3976
O -1.62645 -5.89525 1.57405 0.01 -1.51 -1.68 0.0212
O -0.59729 -7.34825 0.28352 -1.49 0.81 0.55 0.0608
H -3.00678 -5.72229 -0.67232 1.03 0.08 -0.19 0.0699
H -3.70415 -6.78939 0.30058 0.36 -0.82 0.60 0.0939
H -2.79725 -7.42388 -1.11544 0.70 -0.06 0.47 0.1019
C 5.72399 -3.10558 7.69905 1.77 -0.54 1.58 -0.1268
C 4.82540 -4.08926 7.98135 -1.04 -0.45 0.51 -0.0633
C 3.66397 -4.22010 7.23363 -0.85 -0.48 0.10 -0.0006
C 3.38532 -3.36811 6.15374 2.46 1.81 0.20 -0.1302
C 4.29369 -2.29053 5.95958 0.04 -1.00 0.66 0.0014
C 5.49328 -2.19960 6.77560 -2.61 1.87 -4.53 -0.0664
N 2.24148 -3.53655 5.22448 -1.21 -0.07 -0.16 -0.3179
O 2.06481 -2.75142 4.27601 0.81 -0.84 1.57 0.0355
O 1.46740 -4.45730 5.47734 0.84 0.74 -0.17 0.0806
H 6.66235 -2.98715 8.22045 0.01 -0.42 0.42 0.1190
H 5.05332 -4.63205 8.88679 -0.52 -0.68 -0.19 0.1134
H 2.90190 -4.92933 7.52112 0.11 -0.31 -0.09 0.1160
H 4.03390 -1.56569 5.20227 0.37 0.02 -0.16 0.0534
H 6.24410 -1.48423 6.47408 -0.14 0.33 0.24 0.1124
C -0.25483 -1.30661 -5.78767 -0.26 0.07 -0.15 -0.0473
C -0.54358 -1.10247 -4.46541 -0.58 -1.83 1.21 -0.0522
C -1.00319 -2.21049 -3.68120 0.79 1.67 0.05 0.0234
C -1.09766 -3.45423 -4.23789 -1.18 0.65 0.11 -0.1520
C -0.77895 -3.64831 -5.57306 0.34 -0.93 -0.16 -0.0183
C -0.31303 -2.61101 -6.32200 0.57 0.78 0.06 -0.0494
N -1.74427 -4.52116 -3.48064 0.54 -3.78 1.42 -0.3152
O -1.87271 -4.59080 -2.26046 0.43 3.11 0.36 0.0336
O -1.99862 -5.56940 -4.04627 -0.19 0.42 -2.36 0.0698
H -0.10601 -0.39013 -6.33932 0.57 -0.28 -0.60 0.0985
H -0.41651 -0.14034 -3.99152 -0.27 0.06 -0.07 0.0896
H -1.25590 -2.04114 -2.64494 -0.14 -0.17 0.04 0.1009
H -0.79617 -4.60842 -6.06732 -0.23 -0.22 0.45 0.1225
H 0.12037 -2.90979 -7.26502 -0.34 0.61 -0.42 0.1117
C -3.34182 4.42231 -1.98622 0.05 0.60 -0.59 -0.0508
C -4.63615 4.35001 -2.56393 2.18 -1.10 -0.30 -0.0605
C -4.80858 3.39075 -3.55297 0.27 -1.47 -1.11 -0.0099
C -3.74044 2.55819 -4.02176 0.92 1.34 0.97 -0.0904
C -2.43366 2.78920 -3.51128 -1.60 -0.88 -0.30 -0.0102
C -2.24128 3.66819 -2.45993 -1.17 0.22 -0.73 -0.0593
N -3.90337 1.52397 -5.09221 -1.48 -1.13 -1.09 -0.3223
O -4.85991 1.61966 -5.87229 0.89 0.77 1.24 0.0613
O -3.15736 0.54693 -5.15347 0.13 1.48 0.85 0.0595
H -3.19795 5.22717 -1.28061 0.25 -0.13 0.35 0.0909
H -5.43279 5.03913 -2.32546 0.03 -0.14 0.27 0.1062
H -5.78796 3.23968 -3.98236 -0.04 -0.01 -0.20 0.1104
H -1.56261 2.26370 -3.87393 -0.26 -0.22 -0.29 0.0852
H -1.18937 3.71907 -2.22054 -0.18 0.68 0.99 0.0930
C 2.99147 4.04043 -3.53990 -0.56 1.38 -0.49 -0.0371
C 3.17904 4.72680 -4.77438 0.22 -1.39 1.01 -0.0458
C 2.44961 4.37264 -5.90714 0.13 0.00 0.21 -0.0133
C 1.46828 3.39049 -5.82040 0.10 0.97 1.70 -0.1093
C 1.19063 2.84028 -4.52731 -0.10 -0.63 -2.55 -0.0081
C 1.93868 3.15538 -3.42370 -0.30 -0.30 -0.56 -0.0871
N 0.69083 3.02831 -7.02289 3.12 -0.01 -2.02 -0.3487
O 1.12622 3.33436 -8.15529 -0.40 0.56 1.99 0.0549
O -0.18705 2.25319 -6.88244 -2.48 -1.31 0.81 0.0889
H 3.48894 4.29036 -2.61446 0.56 0.20 -0.24 0.1080
H 3.98767 5.42989 -4.90927 -0.04 0.15 0.24 0.1034
H 2.72014 4.87465 -6.82431 -0.37 -0.18 -0.23 0.1180
H 0.52972 1.99218 -4.42564 -0.46 0.24 -0.27 0.0859
H 1.60679 2.61732 -2.54806 0.57 0.27 0.52 0.0703
C -0.55187 -2.19249 2.53510 0.08 -1.99 1.27 -0.0844
C -0.48975 -2.26370 1.19351 -0.42 -1.02 -1.16 -0.0923
C -0.59780 -1.15199 0.42282 0.64 2.10 -0.20 0.0168
C -0.62909 0.11018 1.10528 0.25 -1.44 -1.69 -0.1162
C -0.55225 0.13246 2.47751 -0.84 1.66 0.32 -0.0524
C -0.62900 -1.02170 3.20636 1.23 -0.12 0.87 -0.0677
N -0.69161 1.40106 0.32288 0.24 -2.65 0.71 -0.3767
O -1.10804 2.34032 0.90435 -1.02 2.42 1.75 0.0780
O -0.36141 1.40930 -0.82149 0.47 -0.48 -1.80 0.0261
H -0.43702 -3.16085 2.99931 -0.16 0.16 0.71 0.1176
H -0.38964 -3.27034 0.81528 0.01 0.14 -0.66 0.1181
H -0.48192 -1.28133 -0.64314 -0.28 0.59 -0.13 0.1035
H -0.50265 1.06010 3.02836 0.03 0.35 -0.20 0.1165
H -0.44467 -1.04244 4.27030 -0.47 0.34 0.14 0.0773
C 3.00627 -0.09509 1.35184 0.40 -0.52 -1.11 -1.5021
Br 3.25577 -1.92358 0.60877 -0.25 0.87 0.37 0.5408
Br 2.73889 1.18883 -0.11251 0.35 -0.38 0.60 0.6105
Br 4.58692 0.33443 2.41691 -0.96 0.00 -0.19 0.5590
H 2.04007 -0.09028 1.85634 0.60 -0.07 0.49 -0.0471
C 0.90513 -0.44136 7.11710 0.37 0.62 0.65 -1.4451
Br 0.88939 -1.07558 9.02617 0.29 0.66 -1.36 0.5258
Br 2.53280 0.65393 6.55993 -1.37 -1.03 0.70 0.5357
Br -0.69191 0.63311 6.74738 0.72 -0.64 0.11 0.5366
H 0.91067 -1.37402 6.55298 -0.03 0.47 -0.15 -0.0534
C -3.62757 1.81521 3.82906 -0.96 0.71 -0.21 -1.4725
Br -5.03328 2.71633 2.71623 0.65 -0.55 0.71 0.4989
Br -4.44468 0.30953 4.87246 1.01 1.33 -0.87 0.5291
Br -2.70631 3.20021 4.89519 -0.49 -0.95 -0.28 0.5107
H -2.91401 1.51772 3.06067 -0.11 -0.53 0.53 -0.0668
```
Forces are in eV/Å.

Properties
HOMO energy: -10.0 eV
Orbital gap: 9.0 eV
Calculated total energy: -706301.041 eV
Maximum force: 5.55 eV/Å